A gas-phase ion, C7H15NPS (charge +1) in a non-equilibrium geometry, computed with ωB97M-V with the def2-TZVPD basis set.

ORCA input file:
```
! wB97M-V def2-TZVPD RIJCOSX def2/J DEFGRID3
* xyz 1 1
C -2.47 -0.28 0.31
C -2.42 1.23 0.28
C -1.78 -0.94 -0.83
C -0.85 1.42 0.54
C -0.24 -0.60 -0.97
C 0.04 0.78 -0.63
C 2.53 -0.17 0.57
N 3.89 -0.49 0.11
P 0.59 -2.03 0.03
S 1.91 1.14 -0.37
H -2.01 -0.60 1.21
H -3.46 -0.81 0.35
H -2.60 1.71 -0.71
H -2.89 1.66 1.18
H -1.82 -2.04 -0.78
H -2.34 -0.66 -1.76
H -0.59 2.50 0.77
H -0.67 0.83 1.41
H -0.07 -0.79 -2.05
H 0.00 1.37 -1.55
H 2.64 0.04 1.60
H 3.92 -0.69 -0.89
H 4.15 -1.26 0.62
H 4.53 0.36 0.33
H 0.00 -1.65 1.23
*
```

Output
- E_HOMO: -12.263 eV
- Energy above the lowest of the compared OMol25 structures with the same formula, charge and spin: 137.29 kJ/mol
- LUMO energy: -4.79 eV